[1]
Below is C14H42O7 as an isolated structure, with properties calculated with the ωB97M-V functional and the def2-TZVPD basis.

Geometry (Å):
C1 1.997 4.528 -1.966
C2 3.055 3.500 -1.883
O1 2.569 2.196 -1.625
H1 1.178 4.264 -2.736
H2 2.575 5.415 -2.251
H3 1.317 4.743 -0.986
H4 3.765 3.472 -1.073
H5 3.506 3.329 -2.855
H6 3.100 1.694 -1.262
C3 -1.413 -0.396 -0.571
C4 0.019 -0.005 -0.912
O2 0.004 1.071 -1.800
H7 -2.032 0.505 -0.117
H8 -1.529 -1.030 0.115
H9 -2.030 -0.648 -1.775
H10 0.287 -0.983 -1.371
H11 0.594 0.113 0.236
H12 1.026 1.330 -1.680
C5 3.537 -0.979 -1.681
C6 4.401 -0.835 -0.493
O3 4.842 0.566 -0.435
H13 3.447 -2.062 -1.788
H14 3.777 -0.469 -2.598
H15 2.580 -0.555 -1.427
H16 5.285 -1.323 -0.747
H17 4.215 -1.245 0.522
H18 5.350 0.633 0.294
C7 -0.028 -2.279 3.048
C8 1.002 -2.734 1.988
O4 0.873 -4.065 1.538
H19 0.001 -2.909 3.862
H20 -0.866 -2.342 2.586
H21 0.124 -1.295 3.534
H22 1.865 -2.611 2.622
H23 1.108 -2.180 1.240
H24 1.739 -4.208 1.116
C9 -3.886 0.736 2.278
C10 -4.345 -0.664 2.207
O5 -4.506 -1.064 0.918
H25 -4.330 1.468 1.568
H26 -2.672 0.956 2.172
H27 -4.112 1.361 3.061
H28 -5.346 -0.884 2.701
H29 -3.541 -1.305 2.609
H30 -4.591 -2.070 0.897
C11 -1.156 -3.389 -2.499
C12 -2.610 -3.838 -2.324
O6 -2.802 -5.218 -2.573
H31 -0.254 -3.498 -1.719
H32 -1.270 -2.203 -2.771
H33 -0.768 -3.884 -3.450
H34 -3.074 -3.069 -3.026
H35 -2.882 -3.730 -1.356
H36 -3.647 -5.421 -2.716
C13 0.439 3.618 1.643
C14 -1.101 3.564 1.598
O7 -1.620 4.729 2.225
H37 0.880 3.494 2.654
H38 0.748 4.589 1.096
H39 0.805 2.831 1.119
H40 -1.438 2.971 2.221
H41 -1.647 3.171 0.778
H42 -2.511 4.545 2.016

Summary:
- electronic energy (Ha) = -1084.82573
- E_HOMO (eV) = -9.60
- relative energy (zero: lowest compared OMol25 entry of this formula, charge and spin) (kJ/mol) = 1144.6

Electronic structure analysis, Mulliken charges in units of e:
1. C -0.817
2. C -0.292
3. O -0.329
4. H 0.240
5. H 0.369
6. H 0.043
7. H 0.361
8. H 0.227
9. H 0.098
10. C -1.106
11. C 0.616
12. O -0.590
13. H 0.073
14. H 0.323
15. H 0.140
16. H -0.011
17. H 0.060
18. H 0.461
19. C -0.465
20. C -0.268
21. O -0.511
22. H 0.358
23. H 0.363
24. H -0.327
25. H 0.365
26. H 0.307
27. H 0.253
28. C -1.255
29. C 0.111
30. O -0.565
31. H 0.469
32. H 0.223
33. H 0.345
34. H 0.301
35. H 0.064
36. H 0.330
37. C -1.007
38. C -0.052
39. O -0.549
40. H 0.346
41. H -0.049
42. H 0.551
43. H 0.322
44. H 0.127
45. H 0.315
46. C -0.517
47. C -0.256
48. O -0.508
49. H 0.057
50. H 0.080
51. H 0.353
52. H 0.263
53. H 0.262
54. H 0.277
55. C -0.749
56. C -0.668
57. O -0.572
58. H 0.368
59. H 0.175
60. H 0.098
61. H 0.557
62. H 0.509
63. H 0.304

=====

[2]
Below is an isolated ion of composition C4H12N3 and charge +1, with properties calculated with the ωB97M-V functional and the def2-TZVPD basis.

Geometry (Å):
C1 -2.106 0.519 -0.008
C2 -1.047 -0.237 0.272
N1 -0.946 -1.314 1.125
C3 0.369 0.111 -0.169
C4 0.568 1.299 -1.079
N2 0.980 -1.119 -0.727
N3 1.138 0.249 1.122
H1 -3.118 0.153 0.392
H2 -2.050 1.238 -0.803
H3 -1.727 -1.668 1.549
H4 -0.235 -2.009 0.790
H5 1.723 1.354 -1.245
H6 0.182 2.396 -0.783
H7 0.095 1.021 -2.051
H8 1.804 -0.937 -1.219
H9 0.357 -1.670 -1.425
H10 0.836 -0.651 1.647
H11 2.248 0.214 0.998
H12 0.928 1.051 1.617

Summary:
- electronic energy (Ha) = -323.59156
- E_HOMO (eV) = -12.88
- total charge = +1
- relative energy (zero: lowest compared OMol25 entry of this formula, charge and spin) (kJ/mol) = 227.6
- SMILES string = C=C(N)[C@](C)(N)[NH3+]

Electronic structure analysis, Mulliken charges in units of e:
1. C -0.987
2. C 0.205
3. N -0.525
4. C 0.991
5. C -1.561
6. N -0.703
7. N -0.270
8. H 0.241
9. H 0.307
10. H 0.187
11. H 0.313
12. H 0.356
13. H 0.363
14. H 0.412
15. H 0.250
16. H 0.272
17. H 0.419
18. H 0.411
19. H 0.321

=====

[3]
Below is an isolated ion of composition C7H13N4 and charge +1, with properties calculated with the ωB97M-V functional and the def2-TZVPD basis.

Geometry (Å):
C1 0.883 1.530 2.633
C2 0.799 1.357 1.338
N1 -0.217 0.477 0.810
N2 -1.199 -0.164 1.618
C3 0.128 -0.403 -0.314
C4 1.525 -1.006 -0.054
C5 1.457 -2.375 0.416
N3 1.387 -3.496 0.651
C6 -0.847 -1.405 -0.918
N4 -1.364 -0.219 -1.797
C7 -0.019 0.453 -1.598
H1 1.624 2.106 3.089
H2 0.133 0.991 3.304
H3 1.426 1.947 0.642
H4 -1.538 0.580 2.235
H5 -0.829 -0.884 2.203
H6 2.060 -0.391 0.753
H7 2.075 -0.965 -0.931
H8 -0.383 -2.152 -1.472
H9 -1.733 -1.745 -0.371
H10 -1.829 -0.563 -2.732
H11 -2.013 0.344 -1.269
H12 0.028 1.560 -1.570
H13 0.617 -0.040 -2.329

Summary:
- electronic energy (Ha) = -493.16621
- E_HOMO (eV) = -12.20
- total charge = +1
- relative energy (zero: lowest compared OMol25 entry of this formula, charge and spin) (kJ/mol) = 478.3
- SMILES string = C=CN(N)C1(CC#N)C[NH2+]C1

Electronic structure analysis, Mulliken charges in units of e:
1. C -0.787
2. C 0.009
3. N 0.291
4. N -0.826
5. C 0.561
6. C -0.548
7. C 0.153
8. N -0.385
9. C -0.712
10. N -0.233
11. C -0.826
12. H 0.311
13. H 0.197
14. H 0.310
15. H 0.273
16. H 0.239
17. H 0.325
18. H 0.438
19. H 0.437
20. H 0.319
21. H 0.351
22. H 0.354
23. H 0.352
24. H 0.399